[1]
{"formula": "C2H2ClF", "method": "the ωB97M-V functional and the def2-TZVPD basis", "orbital_gap_ev": 10.90, "smiles": "C=C(F)Cl", "e_lumo_ev": 0.939, "total_energy_ev": -17345.5098, "charge": 0, "species": ["H", "F", "C", "Cl", "H", "C"], "coordinates": [[0.04, -0.95, 0.00], [2.03, 1.68, 0.00], [0.35, 0.08, 0.00], [2.95, -0.69, 0.00], [-0.40, 0.84, 0.00], [1.63, 0.40, 0.00]], "lowdin_charge": [0.06, 0.00, 0.00, 0.70, 0.07, -0.84]}

=====

[2]
{"formula": "C9H16OOsP", "method": "the ωB97M-V functional and the def2-TZVPD basis", "multiplicity": 5, "orbital_gap_ev": [6.72, 7.60], "e_lumo_ev": [-3.662, -5.355], "total_energy_ev": -23379.6068, "charge": 1, "species": ["C", "H", "C", "H", "P", "C", "C", "C", "H", "C", "H", "H", "H", "O", "H", "H", "H", "Os", "H", "H", "H", "C", "C", "C", "H", "H", "H", "H"], "coordinates": [[-2.83, -0.30, 0.54], [-1.31, -0.10, -0.97], [-1.66, 0.43, -0.07], [-3.11, -0.17, 2.69], [0.87, -1.89, 0.54], [2.96, 1.53, -1.87], [0.70, 1.34, -1.40], [2.90, 0.11, -1.72], [3.86, -0.46, -1.63], [-2.40, -0.62, 2.00], [-1.86, 1.49, -0.23], [1.39, -1.52, -2.45], [-3.66, 0.41, 0.45], [-0.56, 0.48, 0.90], [1.66, 3.30, -1.51], [3.89, 2.06, -2.01], [-1.16, 1.01, 2.81], [1.74, 0.21, -0.26], [0.86, -2.09, 1.97], [1.74, -2.96, 0.14], [-2.27, -1.69, 2.23], [1.58, -0.50, -2.04], [-1.08, 0.11, 2.19], [1.76, 2.20, -1.63], [-0.33, -0.53, 2.68], [-0.44, -2.40, 0.14], [-2.93, -1.20, -0.05], [-0.33, 1.73, -1.45]], "lowdin_charge": [-0.13, 0.10, -0.23, 0.11, 0.70, -0.14, -0.24, -0.50, 0.13, -0.13, 0.12, 0.09, 0.13, -0.36, 0.14, 0.12, 0.13, 1.29, -0.06, -0.07, 0.12, -0.19, -0.21, -0.18, 0.08, -0.02, 0.11, 0.09]}

=====

[3]
{"formula": "C26H29NO6S", "method": "the ωB97M-V functional and the def2-TZVPD basis", "orbital_gap_ev": 8.82, "smiles": "CCCCc1cc(=O)oc2cc(C)cc(OCC(=O)N[C@@H](CSCc3ccccc3)C(=O)O)c12", "e_lumo_ev": 0.273, "total_energy_ev": -52044.6819, "charge": 0, "species": ["N", "H", "C", "H", "H", "H", "H", "C", "H", "H", "C", "C", "O", "S", "H", "H", "C", "C", "H", "H", "H", "H", "C", "H", "C", "H", "O", "H", "H", "H", "H", "H", "H", "C", "H", "C", "H", "H", "H", "C", "O", "H", "C", "O", "H", "C", "C", "C", "C", "C", "C", "C", "H", "C", "C", "C", "O", "C", "C", "H", "C", "O", "C"], "coordinates": [[0.81, -1.11, 0.97], [-1.45, -1.24, -2.87], [-1.76, -4.79, -1.37], [-3.36, -1.73, 0.40], [3.18, 0.54, 0.74], [3.34, 6.47, 1.13], [4.02, 5.09, 0.26], [-2.29, 1.48, -1.47], [0.46, 3.85, 3.11], [0.97, -3.57, 1.98], [-0.18, -2.15, 0.85], [-0.41, -5.58, 0.58], [-1.73, -0.41, 1.46], [-1.21, -4.56, 1.87], [-0.78, -0.02, -3.95], [-2.65, -5.08, -0.82], [-1.87, -4.22, -2.62], [-1.72, 3.88, 1.83], [-3.28, 1.48, -1.88], [2.80, 0.63, -1.00], [2.73, 4.98, 3.03], [1.07, 5.30, 1.21], [-0.04, -3.17, 1.99], [-1.68, 4.53, 2.69], [-0.77, 2.33, 0.26], [-0.24, -2.70, 2.95], [1.44, 1.45, 0.35], [3.41, 3.60, 2.17], [1.41, -3.73, -3.27], [-0.82, -3.40, -4.30], [1.60, -4.73, -1.05], [0.51, -0.30, 1.50], [4.76, 5.64, 1.77], [-0.03, 0.72, -1.41], [0.63, -5.73, 0.87], [-0.51, -4.99, -0.79], [-0.94, -6.53, 0.63], [1.75, 3.92, 0.34], [-2.85, -4.08, -3.06], [1.79, -0.96, 0.04], [-4.00, 4.41, 1.52], [-0.06, -2.65, -0.11], [-1.53, -0.19, -3.18], [2.17, -1.85, -0.68], [-2.52, -0.03, -3.59], [-2.03, 2.28, -0.36], [-0.73, -3.84, -3.31], [-1.55, -1.47, 0.91], [-3.01, 3.81, 1.18], [0.66, 3.40, 2.13], [0.24, 1.49, -0.29], [0.52, -4.03, -2.74], [0.74, 0.10, -1.84], [3.81, 5.50, 1.25], [-0.64, 3.19, 1.41], [0.63, -4.60, -1.49], [-3.09, 3.00, 0.08], [-1.29, 0.70, -2.00], [2.91, 4.56, 2.04], [1.17, 2.45, 2.29], [2.38, 0.46, 0.00], [-2.49, -2.16, 0.31], [1.57, 4.34, 1.34]], "lowdin_charge": [0.13, 0.06, -0.06, 0.15, 0.14, 0.07, 0.07, 0.04, 0.12, 0.09, -0.26, -0.41, 0.13, 0.89, 0.09, 0.11, -0.08, 0.07, 0.13, 0.14, 0.11, 0.12, -0.39, 0.13, -0.02, 0.09, -0.07, 0.11, 0.11, 0.10, 0.12, 0.14, 0.07, 0.03, 0.08, -0.32, 0.08, 0.11, 0.11, -0.48, 0.11, 0.13, -0.02, 0.08, 0.08, -0.17, -0.10, -0.49, -0.45, -0.15, -0.19, -0.08, 0.12, -0.11, -0.13, -0.06, 0.13, -0.25, -0.27, 0.11, -0.07, 0.12, -0.20]}

=====

[4]
{"formula": "C3H4N4O2", "method": "the ωB97M-V functional and the def2-TZVPD basis", "orbital_gap_ev": 8.30, "e_lumo_ev": 0.176, "total_energy_ev": -13223.5021, "charge": 0, "species": ["N", "H", "C", "C", "C", "H", "O", "N", "H", "N", "N", "O", "H"], "coordinates": [[-0.66, -1.12, 0.59], [-2.23, -0.94, 1.46], [-1.49, -1.68, 1.33], [1.14, 0.18, -0.57], [0.17, -0.78, -0.20], [2.54, -1.24, -0.78], [-2.40, 2.59, -0.14], [-1.31, 2.58, -0.73], [3.09, 0.28, -0.87], [0.80, 1.45, -0.65], [2.33, -0.30, -0.93], [-0.53, 1.67, -0.13], [-1.46, -2.69, 1.60]], "lowdin_charge": [-0.01, 0.08, 0.01, -0.43, 0.06, 0.09, -0.03, -0.03, 0.09, 0.10, 0.16, -0.16, 0.06]}

=====

[5]
{"formula": "C20H22N2Ni", "method": "the ωB97M-V functional and the def2-TZVPD basis", "multiplicity": 3, "orbital_gap_ev": [6.27, 6.91], "e_lumo_ev": [-0.655, -0.689], "total_energy_ev": -65113.5342, "charge": 0, "species": ["H", "C", "C", "C", "C", "C", "H", "H", "C", "H", "H", "H", "C", "H", "H", "C", "C", "C", "Ni", "H", "C", "C", "N", "H", "C", "C", "C", "C", "H", "N", "H", "C", "H", "H", "H", "H", "H", "C", "H", "H", "C", "H", "H", "C", "H"], "coordinates": [[-1.53, -1.41, -1.51], [-0.78, 1.15, 3.24], [-0.92, 3.46, 3.90], [-1.07, 0.73, 4.55], [0.29, -3.29, 2.34], [-0.12, -1.55, -3.12], [-0.69, -2.09, -3.90], [2.01, -4.42, -0.36], [0.84, -4.19, 1.45], [2.81, -0.32, -2.77], [-0.83, 4.52, 3.69], [0.68, 2.82, -4.12], [-1.23, 0.67, -2.18], [-1.58, 1.34, 6.52], [1.74, -1.53, -4.25], [0.66, -1.44, 0.73], [1.59, 1.41, -2.72], [0.43, 2.24, -3.21], [-0.50, 0.24, 0.14], [0.80, -5.27, 1.63], [1.49, -3.72, 0.31], [-0.70, 2.51, 2.89], [-0.44, 0.20, 2.25], [-1.66, 2.17, -3.68], [1.85, 0.14, -3.03], [0.23, -1.90, 1.99], [-1.23, 3.07, 5.22], [-0.85, 1.46, -3.49], [0.22, 2.98, -2.42], [-0.29, -0.95, 2.83], [-0.44, 2.78, 1.85], [-0.97, -0.79, -2.21], [-0.51, 1.27, -1.31], [-2.32, 0.85, -2.08], [2.32, 2.03, -2.16], [-0.17, -3.59, 3.29], [0.36, -2.34, -2.52], [1.03, -0.78, -3.87], [1.97, -1.92, -0.93], [-1.04, -0.36, 4.70], [-1.33, 1.70, 5.52], [-1.38, 3.83, 6.00], [-0.77, 0.89, -4.42], [1.43, -2.31, -0.05], [0.62, -0.26, -4.74]], "lowdin_charge": [0.10, -0.27, -0.09, -0.03, -0.03, -0.20, 0.12, 0.09, -0.12, 0.10, 0.10, 0.12, -0.21, 0.10, 0.11, -0.11, -0.12, -0.22, 0.40, 0.10, -0.07, -0.03, -0.01, 0.10, -0.11, -0.31, -0.09, -0.19, 0.11, 0.08, 0.10, -0.14, 0.11, 0.12, 0.11, 0.10, 0.10, -0.19, 0.07, 0.10, -0.08, 0.10, 0.10, -0.12, 0.09]}

=====

[6]
{"formula": "C4H8O2", "method": "the ωB97M-V functional and the def2-TZVPD basis", "orbital_gap_ev": 10.90, "smiles": "C[C@H]1OC[C@H]1O", "e_lumo_ev": 0.957, "total_energy_ev": -8371.4312, "charge": 0, "species": ["H", "O", "C", "C", "H", "H", "H", "C", "C", "H", "H", "H", "O", "H"], "coordinates": [[-2.11, 0.19, 1.05], [-0.12, -0.44, 1.38], [0.58, -0.48, 0.12], [-0.74, -0.31, -0.65], [1.26, 1.57, 0.23], [-0.91, 1.62, -0.53], [2.00, 0.61, -1.06], [1.65, 0.58, -0.02], [-1.38, -0.56, 0.72], [-0.94, -1.04, -1.44], [-1.82, -1.56, 0.84], [1.02, -1.48, -0.04], [-0.98, 0.95, -1.23], [2.50, 0.37, 0.63]], "lowdin_charge": [0.12, -0.09, -0.33, -0.30, 0.08, 0.10, 0.09, -0.03, -0.12, 0.15, 0.12, 0.15, -0.01, 0.08]}

=====

> Among the records above, which one has the highest charge?

C9H16OOsP